124
Properties=species:S:1:pos:R:3 method="wB97M-V/def2-TZVPD" homo_ev=-6.50 orbital_gap_ev=6.2 lumo_ev=-0.31 de_lowest_ev=1.754
Pd -0.496 1.237 -0.383
C -1.520 0.565 3.120
Si -0.203 1.092 1.894
C 1.391 0.118 2.198
C 1.637 -0.535 3.402
C 2.887 -1.052 3.696
C 3.919 -0.921 2.782
C 3.691 -0.284 1.575
C 2.428 0.205 1.258
P 2.042 1.120 -0.290
C 3.438 2.313 -0.331
C 4.229 2.527 -1.452
C 5.223 3.493 -1.434
C 5.428 4.265 -0.304
C 4.629 4.070 0.814
C 3.644 3.104 0.798
C 2.390 -0.006 -1.697
C 1.675 0.258 -2.855
C 1.840 -0.526 -3.985
C 2.717 -1.600 -3.967
C 3.439 -1.875 -2.812
C 3.282 -1.079 -1.689
C 0.373 2.815 2.458
C 0.973 3.030 3.702
C 1.358 4.296 4.094
C 1.128 5.387 3.256
C 0.529 5.194 2.030
C 0.177 3.907 1.628
P -0.655 3.542 0.049
C -2.025 4.740 0.126
C -2.286 5.657 -0.883
C -3.370 6.515 -0.778
C -4.199 6.458 0.327
C -3.943 5.542 1.339
C -2.867 4.686 1.238
C 0.427 4.157 -1.273
C 1.631 4.810 -1.038
C 2.431 5.200 -2.101
C 2.038 4.935 -3.401
C 0.840 4.274 -3.643
C 0.039 3.879 -2.586
H -1.178 0.859 4.107
H -1.711 -0.500 3.121
H -2.462 1.067 2.927
H 0.852 -0.614 4.140
H 3.062 -1.541 4.644
H 4.902 -1.302 3.012
H 4.515 -0.140 0.894
H 4.071 1.949 -2.349
H 5.838 3.640 -2.309
H 6.204 5.017 -0.293
H 4.775 4.670 1.697
H 3.019 2.969 1.671
H 0.953 1.105 -2.874
H 1.260 -0.309 -4.867
H 2.834 -2.222 -4.839
H 4.120 -2.711 -2.783
H 3.833 -1.327 -0.804
H 1.154 2.197 4.365
H 1.827 4.444 5.056
H 1.405 6.382 3.570
H 0.320 6.042 1.390
H -1.647 5.714 -1.751
H -3.569 7.222 -1.569
H -5.048 7.117 0.401
H -4.603 5.478 2.193
H -2.680 3.963 2.025
H 1.961 5.008 -0.026
H 3.368 5.699 -1.904
H 2.666 5.233 -4.226
H 0.532 4.059 -4.655
H -0.880 3.334 -2.774
C -3.883 -1.681 1.019
S -4.007 -1.434 -0.767
C -4.396 0.275 -0.837
C -3.673 1.225 -1.470
S -2.176 1.035 -2.343
S -4.456 2.795 -1.513
C -5.880 2.425 -0.610
S -7.080 3.497 -0.252
S -5.933 0.764 -0.167
H -3.724 -2.748 1.179
H -4.796 -1.388 1.533
H -3.039 -1.123 1.415
C 1.268 -5.430 0.773
C 1.322 -4.827 2.172
C 1.019 -3.329 2.228
C -0.453 -2.930 2.251
N -1.205 -3.431 1.120
C -1.116 -2.956 -0.134
Se -0.230 -1.472 -0.757
N -1.802 -3.785 -0.952
C -1.886 -3.625 -2.394
C -0.626 -4.109 -3.094
C -0.372 -5.605 -2.972
C -1.324 -6.452 -3.800
C -2.372 -4.794 -0.204
C -3.172 -5.871 -0.553
C -3.576 -6.710 0.469
C -3.194 -6.488 1.796
C -2.394 -5.415 2.146
C -1.992 -4.569 1.123
H 1.710 -6.423 0.761
H 1.820 -4.810 0.072
H 0.255 -5.530 0.398
H 2.334 -4.973 2.561
H 0.660 -5.373 2.845
H 1.501 -2.827 1.378
H 1.460 -2.894 3.132
H -0.539 -1.840 2.256
H -0.953 -3.316 3.141
H -2.056 -2.559 -2.584
H -2.772 -4.174 -2.718
H 0.222 -3.543 -2.691
H -0.714 -3.835 -4.147
H -0.423 -5.901 -1.922
H 0.651 -5.810 -3.290
H -2.357 -6.354 -3.471
H -1.069 -7.507 -3.744
H -1.290 -6.156 -4.848
H -3.465 -6.053 -1.572
H -4.201 -7.560 0.234
H -3.532 -7.164 2.564
H -2.095 -5.254 3.169



134
Properties=species:S:1:pos:R:3 method="wB97M-V/def2-TZVPD" homo_ev="-9.91 / -9.91" orbital_gap_ev="4.9 / 4.9" lumo_ev="-4.96 / -5.01" charge=+1 de_lowest_ev=0.000
Au -2.296 -0.853 0.634
C -5.975 2.601 2.726
N -4.872 1.707 3.001
C -4.381 1.621 4.363
C -4.344 0.880 2.096
O -3.401 0.138 2.380
C -4.952 0.909 0.696
O -4.663 -0.234 -0.072
C -5.577 -1.305 0.000
C -5.033 -2.519 0.762
O -3.892 -2.546 1.218
N -5.848 -3.573 0.876
C -7.215 -3.670 0.410
C -5.381 -4.746 1.595
H -6.040 3.336 3.526
H -6.925 2.060 2.676
H -5.824 3.131 1.786
H -4.532 2.566 4.876
H -3.320 1.385 4.337
H -4.900 0.828 4.904
H -4.479 1.738 0.154
H -6.034 1.059 0.751
H -5.756 -1.622 -1.035
H -6.520 -0.965 0.448
H -7.483 -2.870 -0.273
H -7.906 -3.658 1.259
H -7.338 -4.620 -0.117
H -4.318 -4.637 1.795
H -5.549 -5.642 0.996
H -5.920 -4.844 2.541
C 1.320 0.490 -6.942
C 1.239 1.344 -5.716
C 2.386 1.853 -5.120
C 2.320 2.656 -3.996
C 3.573 3.192 -3.373
C 1.068 2.965 -3.451
C -0.101 2.480 -4.048
C -1.462 2.858 -3.549
C 0.008 1.661 -5.164
C 1.013 3.895 -2.303
C 1.202 5.253 -2.547
C 1.187 6.166 -1.511
C 0.973 5.735 -0.215
C 0.759 4.388 0.052
C 0.797 3.474 -0.997
Ge 0.388 1.537 -0.583
S -1.816 1.311 -0.423
S 1.202 0.395 1.236
Ge 1.209 -1.386 -0.209
S -0.791 -2.386 -0.315
S 1.279 -0.008 -2.053
C 2.644 -2.738 0.184
C 3.819 -2.758 -0.556
C 4.824 -3.658 -0.206
C 4.657 -4.522 0.858
C 3.472 -4.510 1.574
C 2.453 -3.624 1.242
C 1.182 -3.687 1.998
C 0.959 -2.878 3.111
C 1.992 -1.917 3.613
C -0.240 -2.999 3.799
C -1.210 -3.922 3.424
C -2.496 -4.019 4.186
C -0.958 -4.737 2.330
C 0.221 -4.638 1.610
C 0.475 -5.533 0.439
C 4.071 -1.891 -1.727
C 3.548 -2.221 -2.983
C 2.521 -3.299 -3.150
C 4.003 -1.530 -4.097
C 4.957 -0.530 -3.991
C 5.557 0.089 -5.214
C 5.396 -0.157 -2.724
C 4.969 -0.824 -1.592
C 5.463 -0.428 -0.233
C 0.440 3.933 1.423
C 1.428 3.428 2.268
C 2.863 3.328 1.845
C 1.076 3.029 3.551
C -0.230 3.113 4.003
C -0.603 2.641 5.376
C -1.197 3.633 3.151
C -0.881 4.057 1.873
C -1.932 4.652 0.984
H 2.327 0.482 -7.350
H 0.636 0.860 -7.705
H 1.032 -0.534 -6.705
H 3.351 1.630 -5.547
H 4.447 2.851 -3.921
H 3.658 2.857 -2.339
H 3.571 4.282 -3.371
H -1.410 3.619 -2.773
H -1.971 1.985 -3.138
H -2.069 3.237 -4.371
H -0.894 1.278 -5.622
H 1.351 5.580 -3.565
H 1.331 7.216 -1.716
H 0.964 6.437 0.606
H 5.736 -3.673 -0.786
H 5.446 -5.209 1.129
H 3.327 -5.185 2.404
H 2.832 -1.837 2.927
H 2.368 -2.250 4.580
H 1.552 -0.930 3.746
H -0.416 -2.360 4.653
H -2.319 -3.921 5.255
H -2.991 -4.969 3.998
H -3.159 -3.211 3.875
H -1.695 -5.468 2.027
H -0.376 -6.183 0.260
H 1.360 -6.148 0.603
H 0.646 -4.936 -0.457
H 2.497 -3.969 -2.293
H 2.718 -3.881 -4.048
H 1.532 -2.844 -3.258
H 3.620 -1.798 -5.071
H 4.914 -0.049 -6.080
H 6.512 -0.394 -5.429
H 5.755 1.149 -5.069
H 6.109 0.650 -2.626
H 6.014 0.507 -0.281
H 6.121 -1.194 0.177
H 4.625 -0.310 0.456
H 2.979 3.485 0.775
H 3.254 2.345 2.103
H 3.456 4.074 2.371
H 1.846 2.646 4.203
H 0.250 2.691 6.049
H -0.937 1.603 5.334
H -1.411 3.244 5.787
H -2.218 3.720 3.495
H -2.894 4.671 1.490
H -2.030 4.071 0.066
H -1.667 5.671 0.704



136
Properties=species:S:1:pos:R:3 method="wB97M-V/def2-TZVPD" homo_ev=-6.75 orbital_gap_ev=5.7 lumo_ev=-1.03 de_lowest_ev=0.466
Y -0.904 -0.061 -0.748
C -0.478 4.555 2.224
C -1.043 3.644 1.133
C -0.111 3.712 -0.057
P -1.332 1.859 1.581
C -3.065 1.998 2.240
C -3.737 0.657 2.495
C -3.391 2.959 3.382
C 0.001 1.625 2.832
C -0.081 2.177 4.111
C 1.040 2.308 4.911
C 2.279 1.932 4.415
C 2.362 1.341 3.165
C 1.235 1.112 2.369
Si 1.312 -0.131 0.899
C 1.542 -1.804 1.842
C 2.131 -1.893 3.108
C 2.588 -3.090 3.631
C 2.489 -4.253 2.879
C 1.848 -4.203 1.656
C 1.327 -3.009 1.155
P 0.272 -3.023 -0.357
C 1.282 -4.034 -1.525
C 2.664 -3.419 -1.708
C 0.548 -4.180 -2.855
C -1.059 -4.308 0.107
C -1.065 -4.779 1.573
C -2.494 -4.037 -0.359
C 3.039 -0.133 0.017
C 4.104 -0.873 0.551
C 5.217 -1.229 -0.190
C 5.284 -0.891 -1.533
C 4.268 -0.133 -2.084
C 3.176 0.291 -1.322
P 1.998 1.528 -2.017
C 1.774 1.064 -3.790
C 0.876 2.106 -4.467
C 1.126 -0.309 -3.871
C 3.182 3.005 -2.100
C 2.497 4.363 -1.979
C 4.117 3.033 -3.310
H -0.486 5.585 1.861
H 0.558 4.287 2.435
H -1.017 4.528 3.166
H -2.035 4.005 0.831
H 0.846 3.254 0.207
H 0.074 4.750 -0.329
H -0.500 3.199 -0.934
H -3.528 2.406 1.327
H -3.292 0.158 3.357
H -3.671 0.020 1.618
H -4.796 0.807 2.710
H -3.077 2.562 4.348
H -4.475 3.083 3.433
H -2.959 3.947 3.254
H -1.023 2.556 4.475
H 0.952 2.739 5.899
H 3.171 2.078 5.008
H 3.327 1.003 2.809
H 2.266 -0.994 3.696
H 3.046 -3.111 4.610
H 2.879 -5.188 3.252
H 1.724 -5.120 1.095
H 1.395 -5.029 -1.077
H 2.608 -2.351 -1.928
H 3.180 -3.899 -2.541
H 3.279 -3.524 -0.816
H 0.361 -3.207 -3.311
H -0.419 -4.668 -2.744
H 1.145 -4.777 -3.545
H -0.759 -5.163 -0.511
H -0.777 -4.004 2.280
H -0.377 -5.607 1.738
H -2.062 -5.135 1.839
H -3.593 -2.196 -0.365
H -3.031 -4.982 -0.247
H -2.512 -3.761 -1.412
H 4.043 -1.229 1.570
H 6.007 -1.808 0.267
H 6.118 -1.208 -2.143
H 4.324 0.121 -3.132
H 2.744 1.035 -4.295
H -0.120 2.106 -4.017
H 0.761 1.872 -5.527
H 1.276 3.118 -4.395
H 0.160 -0.319 -3.357
H 1.758 -1.092 -3.452
H 0.899 -0.571 -4.907
H 3.803 2.853 -1.209
H 1.681 4.477 -2.692
H 3.219 5.157 -2.181
H 2.095 4.528 -0.987
H 3.575 3.196 -4.241
H 4.714 2.133 -3.418
H 4.813 3.866 -3.194
Cl -6.397 -4.321 2.778
C -4.927 -3.613 2.184
C -4.638 -3.561 0.887
C -3.367 -2.953 0.398
Cl -2.026 -1.624 -2.527
C -2.559 -2.238 1.442
O -1.611 -1.517 1.110
C -2.883 -2.464 2.867
Cl -1.766 -1.875 4.029
C -4.019 -3.092 3.200
H -5.317 -3.977 0.156
H -4.279 -3.230 4.240
Cl -0.733 5.066 -3.288
C -2.060 6.132 -2.973
C -1.774 7.470 -2.762
C -2.778 8.347 -2.387
C -4.068 7.873 -2.216
C -4.342 6.540 -2.455
Cl -5.970 5.970 -2.222
C -3.365 5.626 -2.858
N -3.684 4.287 -3.026
C -3.455 3.565 -4.218
C -3.134 4.209 -5.406
C -2.853 3.471 -6.544
C -2.913 2.087 -6.512
C -3.284 1.453 -5.336
C -3.571 2.174 -4.185
C -3.976 1.439 -2.937
C -2.884 1.213 -1.918
O -3.186 0.706 -0.807
O -1.672 1.458 -2.210
H -0.752 7.803 -2.863
H -2.553 9.387 -2.209
H -4.869 8.527 -1.903
H -4.520 4.009 -2.527
H -3.084 5.288 -5.435
H -2.588 3.985 -7.457
H -2.689 1.507 -7.395
H -3.348 0.375 -5.294
H -4.312 0.435 -3.209
H -4.815 1.893 -2.401